The following is a quantum chemistry calculation of the molecule C4H8O2, from the OMol25 dataset.

Element x y z (Å)
1 C 0.213 1.686 -1.203
2 C -0.222 0.282 -0.831
3 O 0.854 -0.342 -0.138
4 C 0.454 -1.439 0.653
5 C -0.419 -0.911 1.780
6 O -1.615 -1.074 1.835
7 H 0.926 1.689 -2.032
8 H 0.692 2.152 -0.336
9 H -0.655 2.291 -1.485
10 H -1.112 0.328 -0.191
11 H -0.491 -0.313 -1.717
12 H 1.371 -1.881 1.058
13 H -0.104 -2.197 0.085
14 H 0.107 -0.272 2.521

Atomic forces in eV per Å
0.010 0.034 -0.028
-0.197 0.157 -0.098
0.069 0.016 0.030
-0.065 -0.197 0.059
-0.350 -0.020 0.012
0.524 -0.031 0.100
-0.063 -0.027 0.121
-0.097 -0.016 -0.126
0.131 -0.095 -0.026
0.120 0.003 -0.095
0.080 0.064 0.133
-0.153 0.031 -0.048
0.058 0.143 0.015
-0.069 -0.062 -0.049

Output
- Calculated total energy: -8371.59590 eV
- LUMO energy: 0.90 eV
- HOMO level: -9.7 eV
- SMILES: CCOCC=O
- 2S+1: 1
- Energy above the lowest of the compared OMol25 structures with the same formula, charge and spin: 1.6858 eV



The following is a quantum chemistry calculation of the molecule C4H8O2, from the OMol25 dataset.

Element x y z (Å)
1 O -1.456 1.244 -0.707
2 C -0.670 0.087 -0.804
3 C -0.924 -0.989 0.281
4 C 0.522 -0.804 0.811
5 C 0.787 0.256 -0.284
6 O 0.983 1.583 0.166
7 H -0.898 1.924 -0.299
8 H -0.720 -0.292 -1.832
9 H -1.156 -1.988 -0.101
10 H -1.712 -0.683 0.976
11 H 1.167 -1.687 0.753
12 H 0.583 -0.385 1.819
13 H 1.569 -0.029 -0.999
14 H 1.927 1.765 0.221

Atomic forces in eV per Å
0.086 0.154 0.058
0.096 -0.271 -0.169
-0.121 -0.054 -0.015
0.078 0.017 0.097
0.062 -0.228 -0.047
0.287 0.052 0.094
-0.142 -0.063 -0.084
-0.041 0.056 0.165
0.033 0.180 0.048
0.147 -0.060 -0.086
-0.128 0.146 0.021
0.001 -0.055 -0.138
-0.195 0.097 0.038
-0.164 0.030 0.021

Output
- Calculated total energy: -8371.59594 eV
- LUMO energy: 0.72 eV
- HOMO level: -9.6 eV
- SMILES: O[C@@H]1CC[C@@H]1O
- 2S+1: 1
- Energy above the lowest of the compared OMol25 structures with the same formula, charge and spin: 1.6858 eV



The following is a quantum chemistry calculation of the molecule C4H8O2, from the OMol25 dataset.

Element x y z (Å)
1 C -2.284 0.370 -0.220
2 O -0.946 0.079 -0.548
3 C -0.033 0.263 0.494
4 C 1.346 -0.908 -0.042
5 C 2.378 0.026 -0.481
6 O 2.467 -0.904 0.694
7 H -2.624 -0.217 0.645
8 H -2.435 1.438 0.004
9 H -2.897 0.106 -1.086
10 H -0.281 -0.247 1.417
11 H -0.034 1.371 0.782
12 H 0.795 -1.792 -0.320
13 H 1.389 0.676 -0.118
14 H 3.158 -0.260 -1.220

Atomic forces in eV per Å
-0.325 0.052 0.066
0.027 -0.300 -0.034
-0.035 -1.516 0.364
-2.417 0.692 0.838
-0.732 -0.327 0.254
-0.329 0.782 0.137
0.091 0.066 -0.106
0.119 -0.137 -0.020
0.126 0.060 0.133
-0.674 -0.261 0.340
0.989 -1.076 -0.498
0.197 -0.254 -0.299
3.900 1.492 -1.567
-0.936 0.727 0.393

Output
- Calculated total energy: -8366.31458 eV
- LUMO energy: 1.03 eV
- HOMO level: -9.6 eV
- SMILES: COC[C@H]1CO1
- 2S+1: 1
- Energy above the lowest of the compared OMol25 structures with the same formula, charge and spin: 6.9672 eV



The following is a quantum chemistry calculation of the molecule C4H8O2, from the OMol25 dataset.

Element x y z (Å)
1 C 1.506 -0.161 -1.170
2 O 0.959 -0.808 -0.038
3 C -0.422 -0.750 0.052
4 C -0.963 -0.517 1.429
5 C -1.028 0.582 0.422
6 O -0.149 1.643 0.634
7 H 2.098 -0.875 -1.754
8 H 2.167 0.653 -0.844
9 H 0.743 0.258 -1.847
10 H -0.958 -1.422 -0.624
11 H -0.221 -0.374 2.205
12 H -1.879 -1.007 1.740
13 H -2.011 0.848 0.032
14 H 0.156 1.929 -0.237

Atomic forces in eV per Å
0.204 0.156 -0.353
0.113 -0.081 -0.083
-0.209 -0.104 0.027
-0.064 -0.090 0.195
-0.317 -0.123 -0.009
-0.016 0.234 -0.286
-0.062 0.060 0.109
-0.094 -0.145 -0.039
0.058 -0.163 0.282
0.044 0.186 0.112
0.019 -0.066 -0.070
0.124 0.056 -0.100
0.186 -0.016 -0.047
0.013 0.095 0.263

Output
- Calculated total energy: -8370.74016 eV
- LUMO energy: 0.90 eV
- HOMO level: -9.4 eV
- SMILES: CO[C@H]1C[C@H]1O
- 2S+1: 1
- Energy above the lowest of the compared OMol25 structures with the same formula, charge and spin: 2.5416 eV